ORCA calculation (ωB97M-V/def2-TZVPD) on a structure of composition C30H23MoN6O4S.

The geometry in ORCA input format:
```
! RIJCOSX wB97M-V def2-TZVPD def2/J DEFGRID3
* xyz 1 1
Mo 0.6196 -0.2737 -0.4127
O 2.0035 -1.7903 3.1913
C 1.8115 -1.1723 2.1741
N 0.8348 -1.4110 1.2300
C 0.0248 -2.5687 1.2791
C 0.1735 -3.7047 2.0694
C -0.7434 -4.7344 1.9446
C -1.8110 -4.6474 1.0567
C -1.9769 -3.5264 0.2664
C -1.0472 -2.4993 0.3736
N -1.0608 -1.2694 -0.2728
C -2.0984 -0.6767 -0.9582
O -2.9258 -1.2052 -1.6600
C -2.0758 0.8050 -0.7092
C -3.1136 1.6082 -1.1199
C -3.1170 2.9303 -0.7019
C -2.0792 3.3875 0.0985
C -1.0419 2.5288 0.4031
N -1.0271 1.2595 -0.0052
C 2.6996 -0.0207 1.8036
C 3.7784 0.2759 2.6100
C 4.6425 1.2843 2.2333
C 4.3892 1.9585 1.0498
C 3.2770 1.6174 0.3114
N 2.4245 0.6448 0.6702
H 0.9858 -3.7776 2.7744
H -0.6264 -5.6198 2.5551
H -2.5149 -5.4665 0.9803
H -2.7904 -3.4405 -0.4402
H -3.9009 1.1801 -1.7250
H -3.9253 3.5947 -0.9800
H -2.0655 4.4033 0.4698
H -0.1916 2.8606 0.9874
H 3.9201 -0.3056 3.5112
H 5.5037 1.5336 2.8415
H 5.0447 2.7413 0.6957
H 3.0770 2.1308 -0.6126
O 6.7747 -1.7923 -6.0861
C 6.1307 -0.7722 -5.4961
O 6.4567 0.3575 -5.7190
C 4.9907 -1.1035 -4.5670
C 4.4928 -0.0588 -3.7987
C 3.4388 -0.2590 -2.9226
C 2.8554 -1.5209 -2.8148
S 1.5088 -1.9127 -1.7318
C 3.3447 -2.5711 -3.5876
C 4.4085 -2.3619 -4.4526
H 6.4696 -2.6517 -5.7695
H 4.9507 0.9170 -3.9033
H 3.0732 0.5727 -2.3298
H 2.8899 -3.5514 -3.5109
H 4.7456 -3.2033 -5.0489
N -0.1966 -0.3954 -3.8252
C 0.3242 0.8129 -3.5408
C 0.5330 1.7409 -4.5818
C 0.9586 3.0030 -4.2898
C 1.1576 3.3666 -2.9515
C 0.9617 2.4150 -1.9956
N 0.5992 1.1342 -2.2532
H -0.3706 -0.6518 -4.7802
H -0.2350 -1.1191 -3.1255
H 0.3431 1.4309 -5.6015
H 1.1223 3.7211 -5.0836
H 1.4478 4.3700 -2.6726
H 1.0766 2.6613 -0.9537
*
```

Computed properties:
HOMO-LUMO gap (alpha / beta) = 6.67 / 6.72 eV
E_LUMO (alpha / beta) = -4.174 / -4.157 eV
electronic energy = -2252.8350 Eh
largest force on an atom = 0.663 eV/A

ORCA calculation (ωB97M-V/def2-TZVPD) on an isolated molecule of C6H6N3P at a distorted geometry.

The geometry in ORCA input format:
```
! RIJCOSX wB97M-V def2-TZVPD def2/J DEFGRID3
* xyz 0 1
C -0.9892 1.2319 1.4370
C 0.3402 -2.0101 1.3436
C 0.8216 -0.7160 -0.4971
C -1.8123 0.2826 -0.4274
C -1.2585 -0.0197 0.8466
C 0.0486 -0.8631 0.5012
N -0.5669 2.2889 1.5635
N 0.4811 -2.6391 2.3380
N 1.4315 -0.4845 -1.4673
P 2.5151 0.9486 -1.4971
H -1.1071 0.4975 -1.2134
H -2.4187 -0.5595 -0.7619
H -2.5274 1.1183 -0.3165
H -2.0261 -0.5233 1.2772
H 3.4293 0.6176 -2.6100
H 3.6390 0.8299 -0.5165
*
```

Computed properties:
HOMO-LUMO gap = 9.63 eV
E_LUMO = -0.052 eV
electronic energy = -737.7119 Eh
SMILES string = C[C@H](C#N)C(=C=NP)C#N
largest force on an atom = 5.430 eV/A
relative energy (zero: lowest compared OMol25 entry of this formula, charge and spin) = 50.9 kcal per mole

ORCA calculation (ωB97M-V/def2-TZVPD) on a cluster of 2 separate species, C4H7NO in total.

The geometry in ORCA input format:
```
! RIJCOSX wB97M-V def2-TZVPD def2/J DEFGRID3
* xyz 0 1
O -0.7698 -0.1592 2.3903
C -0.4454 1.1984 0.0786
C 0.9921 0.6783 0.1698
C 0.7240 -0.3340 -0.9355
N -0.4225 -1.0849 -0.4553
C -0.6314 0.2734 -1.0827
H -0.7479 -0.8433 1.7018
H -0.9744 0.6570 1.8978
H 1.3845 0.3679 1.1419
H 1.5577 1.5427 -0.2106
H 1.3904 -0.7591 -1.6822
H -0.7103 -1.7605 -1.1656
H -1.2977 0.3620 -1.9348
*
```

Computed properties:
HOMO-LUMO gap = 8.50 eV
E_LUMO = -0.517 eV
electronic energy = -286.4020 Eh
largest force on an atom = 0.555 eV/A
relative energy (zero: lowest compared OMol25 entry of this formula, charge and spin) = 144.1 kcal per mole

ORCA calculation (ωB97M-V/def2-TZVPD) on a structure of composition C14H38AsF6KN2O6 at a distorted geometry.

The geometry in ORCA input format:
```
! RIJCOSX wB97M-V def2-TZVPD def2/J DEFGRID3
* xyz 0 1
K 0.5455 -0.4070 0.7644
As 1.4262 0.2282 4.9895
F 2.1721 0.3104 6.6238
F 0.0147 -0.6886 5.6744
F 0.6983 -0.0762 3.3775
F 2.7859 1.0826 4.1979
F 2.3021 -1.3471 4.8566
F 0.5069 1.7037 5.2534
C -3.6779 3.1462 -1.2154
O -3.9049 1.7394 -1.2696
C -2.9181 1.0100 -0.5213
C -3.0768 -0.4647 -0.5626
N -2.2954 -1.0380 0.5565
C -2.4003 -2.4952 0.5336
C -1.7527 -3.2673 1.6820
O -0.3790 -2.8386 1.8121
C 0.3247 -3.6227 2.7627
H -3.6451 3.5336 -0.1971
H -4.5045 3.7544 -1.5825
H -2.7231 3.3936 -1.6794
H -2.9739 1.4378 0.4797
H -1.9216 1.2087 -0.9159
H -2.7443 -0.8814 -1.5134
H -4.1248 -0.7051 -0.3836
H -2.6310 -0.7341 1.4593
H -2.0520 -2.7231 -0.4737
H -3.4522 -2.7797 0.5074
H -1.9405 -4.3218 1.4799
H -2.3473 -3.1332 2.5856
H 0.3230 -4.6713 2.4650
H -0.1468 -3.5358 3.7416
H 1.3621 -3.3177 2.9002
C 0.5806 -3.7615 -1.4000
O 0.9303 -2.3500 -1.3506
C 1.1203 -1.7588 -2.6445
C 1.4951 -0.2871 -2.6092
N 0.4514 0.5082 -2.1012
C 1.0189 1.9179 -1.9712
C 1.3906 2.6230 -3.2808
O 0.2735 2.7391 -4.1763
C 0.6803 3.4396 -5.3523
H 0.3016 -4.0028 -0.3743
H 1.3536 -4.3774 -1.8597
H -0.3562 -3.7673 -1.9572
H 0.2218 -1.7335 -3.2610
H 1.8407 -2.2846 -3.2711
H 1.7341 -0.0209 -3.6388
H 2.3802 -0.1332 -1.9918
H -0.2040 0.5411 -2.8690
H 1.9487 1.7933 -1.4162
H 0.3500 2.5328 -1.3691
H 2.1610 2.0391 -3.7846
H 1.7287 3.5607 -2.8397
H 1.3682 2.7970 -5.9019
H 1.1063 4.4255 -5.1663
H -0.1684 3.6813 -5.9922
C -0.6679 2.6161 2.2727
O -0.0928 2.3994 1.0037
H -0.8465 1.6532 2.7512
H 0.0487 3.1014 2.9354
H -1.5736 3.2210 2.3156
H 0.1670 3.2561 0.6569
C 3.8834 -0.3833 1.5761
O 2.9700 -1.4230 1.6189
H 4.9054 -0.7026 1.7801
H 3.9639 0.0302 0.5708
H 3.6077 0.4448 2.2291
H 3.0784 -1.8346 2.4795
*
```

Computed properties:
HOMO-LUMO gap = 9.71 eV
E_LUMO = -0.001 eV
electronic energy = -4552.1231 Eh
largest force on an atom = 2.687 eV/A